# 1
Entry from the OMol25 dataset: a structure of composition C21H27AuN3O2Si (ωB97M-V/def2-TZVPD).

Last column: Mulliken charge in e.
Cartesian coordinates (Å):
Au -0.246 -1.009 1.525  0.672
N 0.128 -2.233 3.479  -0.624
C -1.144 -2.322 4.234  -0.643
C -2.246 -2.895 3.360  -0.639
C -2.867 -1.947 2.341  0.550
O -3.973 -2.143 1.915  -0.558
O -2.174 -0.851 1.988  -0.522
H 0.511 -3.162 3.337  0.268
H 0.821 -1.720 4.017  0.282
H -1.405 -1.316 4.562  0.330
H -1.019 -2.943 5.122  0.418
H -3.069 -3.252 3.979  0.362
H -1.882 -3.777 2.821  0.252
C -3.583 -0.969 -3.583  -0.391
C -2.730 0.113 -3.753  -0.679
C -1.923 0.525 -2.705  -0.634
C -1.968 -0.133 -1.469  0.721
C -2.832 -1.215 -1.311  -0.029
C -3.633 -1.631 -2.365  -0.687
Si -0.859 0.583 -0.184  0.688
C -1.479 1.986 0.836  0.572
C -0.590 2.975 1.267  -0.280
C -1.034 4.034 2.044  -0.621
C -2.375 4.113 2.394  -0.394
C -3.270 3.139 1.971  -0.762
C -2.827 2.078 1.199  -0.332
H -4.212 -1.294 -4.401  0.388
H -2.694 0.635 -4.700  0.398
H -1.260 1.372 -2.854  0.347
H -2.918 -1.719 -0.360  0.094
H -4.307 -2.466 -2.226  0.425
H 0.449 0.959 -0.774  -0.348
H 0.457 2.925 0.983  0.331
H -0.341 4.799 2.369  0.386
H -2.725 4.941 2.996  0.393
H -4.315 3.208 2.245  0.402
H -3.525 1.314 0.880  0.371
N 1.645 -1.051 0.817  -0.443
C 2.491 -0.817 0.059  0.616
N 3.443 -0.555 -0.767  0.103
C 3.655 -1.385 -1.974  -0.750
C 3.845 -0.482 -3.181  -0.522
C 4.945 0.546 -2.928  -0.651
C 4.638 1.376 -1.684  -0.519
C 4.452 0.485 -0.467  -0.746
H 2.794 -2.042 -2.087  0.470
H 4.541 -2.002 -1.804  0.309
H 2.902 0.027 -3.400  0.269
H 4.086 -1.104 -4.043  0.337
H 5.052 1.198 -3.794  0.325
H 5.903 0.033 -2.799  0.322
H 3.728 1.961 -1.842  0.269
H 5.445 2.080 -1.477  0.336
H 4.112 1.046 0.402  0.468
H 5.386 -0.021 -0.207  0.299

For the highest occupied orbital energy, the calculation gives -11.68 eV. The total charge is +1. The calculation puts the HOMO-LUMO gap at 8.468 eV. The energy relative to the best compared isomer or geometry (same formula, charge and spin) comes out at 0.520 eV.

# 2
Entry from the OMol25 dataset: a cluster of 8 separate species, C36H89N5O11 in total (ωB97M-V/def2-TZVPD).

Last column: Mulliken charge in e.
Cartesian coordinates (Å):
C -4.252 37.763 13.780  -1.666
C -2.923 37.039 13.615  0.466
C -2.503 36.300 14.848  -0.467
O -2.646 37.014 16.052  -0.444
C -1.757 38.109 16.199  -0.512
N -2.895 36.104 12.493  -0.452
H -4.240 38.475 14.604  0.326
H -5.041 37.035 14.006  0.356
H -4.564 38.263 12.861  0.440
H -2.191 37.814 13.363  0.210
H -1.478 35.914 14.711  0.243
H -3.072 35.376 15.011  0.387
H -1.704 38.707 15.281  0.293
H -0.759 37.740 16.453  0.086
H -2.185 38.762 16.955  0.303
H -3.188 36.672 11.698  0.288
H -3.600 35.371 12.506  0.250
C 4.229 41.271 16.864  -1.310
C 4.933 40.040 17.446  0.402
C 5.627 39.276 16.359  -0.163
O 6.401 38.249 16.945  -0.394
C 6.976 37.400 16.009  -0.469
N 5.755 40.400 18.594  -0.719
H 3.406 41.606 17.491  0.333
H 3.844 41.023 15.873  0.348
H 4.950 42.092 16.813  0.328
H 4.052 39.459 17.750  0.163
H 6.312 39.878 15.745  0.260
H 4.847 38.862 15.711  -0.021
H 7.751 36.808 16.498  0.297
H 7.363 37.904 15.120  0.248
H 6.257 36.626 15.685  0.058
H 6.343 39.603 18.839  0.334
H 6.479 41.040 18.251  0.308
C -6.673 28.212 14.275  -1.225
C -6.789 27.935 15.776  0.321
C -5.438 28.033 16.444  -0.787
O -4.863 29.252 16.098  -0.255
C -3.559 29.378 16.592  -0.721
N -7.725 28.866 16.400  -0.768
H -7.648 28.079 13.798  0.404
H -5.980 27.528 13.774  0.260
H -6.358 29.235 14.081  0.280
H -7.183 26.933 15.960  0.366
H -4.825 27.199 16.072  0.377
H -5.580 27.916 17.527  0.368
H -3.003 28.466 16.302  0.277
H -3.607 29.247 17.679  0.385
H -3.055 30.211 16.123  0.204
H -7.423 29.800 16.119  0.273
H -8.641 28.797 15.966  0.270
C 5.896 34.432 11.281  -0.371
C 4.547 33.886 10.852  0.627
O 4.526 33.495 9.490  -0.623
O 6.142 35.684 10.704  -0.566
H 6.695 33.743 11.009  0.346
H 5.895 34.480 12.385  0.166
H 3.820 34.701 11.018  -0.562
H 4.126 33.076 11.448  0.301
H 4.863 34.228 8.962  0.379
H 5.361 36.266 10.744  0.443
C 4.449 38.693 12.052  0.120
C 5.919 39.002 11.954  -0.479
O 6.274 39.971 12.961  -0.531
O 4.209 37.765 10.993  -0.620
H 3.798 39.561 11.939  0.402
H 4.286 38.238 13.038  -0.099
H 6.279 39.361 10.988  0.314
H 6.504 38.109 12.197  0.269
H 7.227 39.948 13.069  0.313
H 3.245 37.584 10.915  0.334
C -0.025 35.089 10.227  -0.323
C 1.451 35.424 10.220  0.584
O 1.703 36.799 10.388  -0.540
O -0.722 35.794 9.179  -0.565
H -0.432 35.477 11.170  -0.074
H -0.203 34.014 10.191  0.483
H 1.971 34.995 9.358  0.215
H 1.794 34.827 11.080  -0.457
H 0.935 37.306 10.103  0.298
H -1.130 35.167 8.579  0.341
C 1.243 36.098 13.662  -0.153
C 1.735 34.933 14.528  2.855
C 2.231 35.536 15.844  -1.670
C 2.304 34.648 17.104  -0.896
C 1.021 33.865 17.234  -1.329
C 0.635 33.145 15.950  1.652
N 0.606 34.029 14.797  0.560
O 0.140 33.381 13.613  0.112
C 1.589 31.934 15.771  -1.138
C -0.761 32.557 16.170  -2.249
C 2.919 34.233 13.860  -2.005
H 0.240 35.883 13.291  -0.953
H 1.924 36.438 12.886  -0.275
H 1.094 37.010 14.256  0.433
H 3.277 35.780 15.650  0.114
H 1.784 36.491 16.122  0.607
H 2.387 35.333 17.959  0.478
H 3.292 34.184 17.187  0.412
H 0.233 34.570 17.531  0.311
H 1.050 33.160 18.069  0.481
H 2.651 32.178 15.736  0.336
H 1.500 31.231 16.600  0.481
H 1.349 31.497 14.797  -0.188
H -1.530 33.329 16.183  0.323
H -0.981 31.869 15.340  0.210
H -0.846 31.863 17.008  0.526
H 2.661 33.479 13.120  0.035
H 3.481 33.713 14.640  0.346
H 3.602 34.975 13.444  0.425
H -0.608 33.925 13.336  0.079
C 2.296 28.345 13.192  -1.960
C 1.129 27.823 12.364  1.575
C 0.812 26.405 12.870  -1.295
C -0.494 25.908 12.283  -0.649
C -1.590 26.860 12.761  -1.062
C -1.360 28.283 12.236  1.805
N -0.013 28.692 12.599  0.419
O 0.260 30.039 12.234  -0.227
C -1.681 28.290 10.727  -1.794
C -2.331 29.207 12.948  -2.081
C 1.588 27.788 10.909  -1.727
H 3.101 27.608 13.173  0.476
H 2.025 28.704 14.183  0.381
H 2.755 29.208 12.691  0.354
H 1.678 25.806 12.586  0.437
H 0.726 26.495 13.955  0.364
H -0.624 24.898 12.691  0.380
H -0.512 25.797 11.201  0.323
H -1.639 26.838 13.853  0.258
H -2.532 26.479 12.355  0.389
H -1.126 29.117 10.274  0.304
H -1.362 27.406 10.174  0.302
H -2.755 28.399 10.586  0.495
H -3.374 29.023 12.703  0.491
H -2.200 29.050 14.024  0.356
H -2.076 30.250 12.757  0.260
H 1.634 28.802 10.509  0.300
H 0.989 27.130 10.285  0.323
H 2.621 27.425 10.879  0.496
H 0.237 30.504 13.079  0.122

For the highest occupied orbital energy, the calculation gives -8.33 eV. The calculation puts the HOMO-LUMO gap at 8.668 eV. Its SMILES is CC1(C)CCCC(C)(C)N1O.CC1(C)CCCC(C)(C)N1O.COC[C@H](C)N.COC[C@H](C)N.COC[C@H](C)N.OCCO.OCCO.OCCO. The energy relative to the best compared isomer or geometry (same formula, charge and spin) comes out at 0.000 eV.

# 3
Entry from the OMol25 dataset: a cluster of 2 separate species, CH2NO4 in total (ωB97M-V/def2-TZVPD).

Last column: Mulliken charge in e.
Cartesian coordinates (Å):
C 2.592 -0.078 -0.042  0.686
N 0.370 0.562 0.724  -0.497
O -0.120 -0.761 0.775  -0.434
O -0.104 1.333 -0.380  -0.324
O 3.191 0.930 0.081  -0.441
O 2.353 -1.236 -0.175  -0.588
H -0.497 0.625 -0.886  0.256
H 0.600 -1.296 0.483  0.341

For the highest occupied orbital energy, the calculation gives -1.41 eV. The total charge is -1. The calculation puts the HOMO-LUMO gap at 5.424 eV. The energy relative to the best compared isomer or geometry (same formula, charge and spin) comes out at 1.566 eV.

# 4
Entry from the OMol25 dataset: a cluster of 9 separate species, C41H54NO21 in total (ωB97M-V/def2-TZVPD).

Last column: Mulliken charge in e.
Cartesian coordinates (Å):
C -1.177 0.914 -0.238  -0.391
N 0.203 0.615 -0.646  0.990
C 0.147 -0.658 -1.325  -0.920
C 0.717 1.671 -1.515  -0.913
C 0.936 0.564 0.687  0.651
C 2.384 -0.024 0.544  -0.762
O 3.074 0.043 1.727  -0.469
H -1.631 0.915 -1.283  -0.063
H -1.124 1.675 0.383  0.700
H -1.716 0.093 0.411  -0.300
H -0.371 -0.728 -2.326  0.222
H -0.494 -1.395 -0.804  0.212
H 0.978 -1.258 -1.572  0.551
H 0.226 1.845 -2.404  0.386
H 1.662 1.178 -1.914  0.477
H 0.800 2.681 -0.954  -0.055
H 0.271 0.012 1.296  -0.073
H 0.965 1.604 1.145  -0.271
H 2.762 0.518 -0.230  0.588
H 2.322 -1.079 0.111  0.068
H 3.713 0.631 1.943  0.277
C 5.415 -4.960 4.300  -0.767
C 4.658 -3.764 3.760  0.191
C 3.507 -3.208 4.462  0.817
O 2.780 -2.375 4.048  -0.485
C 3.403 -3.663 5.835  -0.650
C 4.303 -4.650 6.488  0.540
C 5.216 -5.423 5.683  0.326
O 5.712 -6.482 6.068  -0.508
O 4.521 -4.573 7.939  -0.419
O 4.874 -3.235 2.471  -0.538
H 6.207 -5.329 3.751  0.521
H 2.820 -2.983 6.392  0.383
H 3.975 -4.111 8.443  0.290
H 4.536 -2.370 2.341  0.310
C -1.342 1.328 5.237  -0.595
C -1.386 0.361 6.397  -0.041
C -1.540 -1.029 6.141  1.156
O -1.319 -1.838 7.099  -0.697
C -1.979 -1.587 4.904  -1.192
C -2.019 -0.578 3.664  0.200
C -1.585 0.860 3.845  0.729
O -1.515 1.709 2.930  -0.573
O -2.238 -1.108 2.465  -0.201
O -1.151 0.674 7.711  -0.412
H -1.221 2.504 5.364  0.316
H -2.162 -2.458 4.576  0.798
H -2.638 -1.841 2.186  0.265
H -1.278 -0.068 8.037  0.280
C -4.249 -0.719 -3.186  -0.220
C -4.984 -0.742 -4.480  -0.056
C -5.033 -1.792 -5.469  0.656
O -5.478 -1.697 -6.541  -0.554
C -4.503 -3.008 -4.932  -0.545
C -3.895 -3.111 -3.539  0.426
C -3.630 -1.986 -2.732  0.587
O -2.983 -1.963 -1.746  -0.392
O -3.493 -4.287 -3.070  -0.412
O -5.507 0.455 -5.017  -0.522
H -4.099 0.164 -2.477  0.159
H -4.573 -3.984 -5.611  0.153
H -3.471 -5.031 -3.596  0.329
H -6.068 0.186 -5.823  0.359
C 0.059 -2.167 -7.207  -1.053
C 0.976 -2.205 -8.415  0.169
C 2.041 -1.334 -8.584  0.719
O 2.718 -1.416 -9.644  -0.592
C 2.468 -0.521 -7.370  -0.695
C 1.519 -0.458 -6.132  0.613
C 0.372 -1.268 -6.119  0.550
O -0.332 -1.281 -5.067  -0.485
O 1.823 0.370 -5.071  -0.347
O 0.631 -3.034 -9.358  -0.417
H -0.791 -2.677 -7.056  0.689
H 3.537 0.018 -7.343  0.198
H 2.584 1.012 -5.305  0.339
H 1.154 -3.068 -10.053  0.299
C 0.560 7.206 1.154  -0.948
C -0.516 6.902 0.074  0.514
O -0.939 7.760 -0.708  -0.578
C -1.051 5.480 0.059  -0.383
H 1.238 6.335 1.196  0.170
H 0.114 7.119 2.219  0.254
H 0.979 8.161 1.141  0.427
H -2.232 5.288 0.143  0.285
H -0.803 5.001 0.895  0.223
H -0.582 4.908 -0.834  0.041
C -4.418 3.335 -2.532  -1.256
C -2.988 3.175 -3.046  1.047
O -2.030 3.317 -2.330  -0.446
C -2.868 2.812 -4.462  -1.881
H -4.921 4.329 -3.095  0.345
H -4.326 3.588 -1.539  0.383
H -5.007 2.442 -2.660  0.307
H -3.718 3.033 -4.973  0.463
H -2.391 2.060 -4.671  0.598
H -2.182 3.503 -4.907  0.505
C 2.115 3.809 3.047  -0.431
C 2.766 5.126 3.501  0.690
O 2.933 6.062 2.632  -0.565
C 3.314 5.261 4.937  -1.176
H 2.762 2.949 3.156  0.321
H 1.787 3.533 1.885  -0.056
H 1.215 3.498 3.625  0.235
H 2.413 5.612 5.644  0.262
H 4.097 6.085 5.133  0.315
H 3.655 4.367 5.293  0.400
C -0.921 -4.752 2.360  -0.977
C 0.034 -4.044 1.450  0.746
O 0.053 -2.818 1.308  -0.425
C 1.222 -4.815 0.754  -1.022
H -1.977 -4.456 1.973  0.191
H -0.883 -4.519 3.502  0.195
H -1.056 -5.772 2.337  0.501
H 1.536 -5.673 1.336  0.403
H 2.084 -3.973 0.663  0.149
H 0.940 -5.313 -0.288  0.271

For the highest occupied orbital energy, the calculation gives -10.83 eV. The total charge is +1. The calculation puts the HOMO-LUMO gap at 6.335 eV. The energy relative to the best compared isomer or geometry (same formula, charge and spin) comes out at 3.263 eV.

# 5
Entry from the OMol25 dataset: a cluster of 5 separate species, C18H35BN3O6S in total (ωB97M-V/def2-TZVPD).

Last column: Mulliken charge in e.
Cartesian coordinates (Å):
C -0.986 0.154 -2.025  -0.613
N -0.989 -1.218 -1.515  -0.342
C -1.204 -1.326 -0.091  -1.391
C 0.023 -1.411 0.779  0.857
C 1.221 -1.901 0.303  -0.483
C 2.320 -1.967 1.148  0.069
B 3.758 -2.521 0.711  0.684
O 4.540 -3.078 1.682  -0.464
O 4.133 -2.398 -0.569  -0.537
N 2.157 -1.531 2.383  0.587
N 1.045 -1.052 2.924  -0.978
C -0.007 -1.010 2.142  0.236
S -1.513 -0.467 2.901  -0.171
H -1.982 0.429 -2.359  0.207
H -0.701 0.884 -1.262  0.243
H -0.329 0.261 -2.883  0.203
H -0.209 -1.749 -1.863  0.309
H -1.798 -2.222 0.124  0.355
H -1.823 -0.491 0.226  0.662
H 1.328 -2.212 -0.723  0.355
H 5.426 -2.703 1.748  0.318
H 3.383 -2.361 -1.184  0.357
H 2.950 -1.570 3.013  0.321
H -1.337 0.852 2.732  0.236
C -4.448 1.447 -5.021  -1.236
C -4.115 2.302 -3.824  0.922
O -2.988 2.364 -3.382  -0.517
C -5.252 3.076 -3.206  -0.986
H -3.551 0.943 -5.373  0.300
H -5.198 0.703 -4.751  0.334
H -4.851 2.067 -5.822  0.387
H -6.032 2.391 -2.871  0.341
H -5.684 3.755 -3.942  0.365
H -4.888 3.650 -2.358  0.122
C -1.883 4.901 1.895  -1.214
C -2.298 3.626 1.206  0.792
O -2.501 2.607 1.833  -0.565
C -2.456 3.679 -0.291  -0.862
H -1.808 4.734 2.966  0.333
H -0.918 5.235 1.511  0.334
H -2.617 5.684 1.703  0.344
H -1.513 3.968 -0.758  0.350
H -3.208 4.422 -0.560  0.392
H -2.762 2.710 -0.676  0.099
C 3.132 1.055 -2.826  -1.101
C 2.747 -0.267 -3.435  0.833
O 2.708 -1.284 -2.771  -0.563
C 2.415 -0.277 -4.900  -1.218
H 3.350 0.927 -1.768  0.222
H 4.014 1.452 -3.329  0.415
H 2.317 1.770 -2.946  0.317
H 3.272 0.073 -5.477  0.402
H 1.574 0.391 -5.095  0.326
H 2.157 -1.285 -5.214  0.307
C 2.421 -2.886 7.159  -1.094
C 2.101 -4.165 6.422  0.695
O 1.932 -5.210 6.995  -0.530
C 1.999 -4.074 4.912  -0.671
H 2.465 -3.083 8.226  0.315
H 3.384 -2.491 6.828  0.308
H 1.652 -2.136 6.963  0.308
H 2.949 -3.733 4.493  0.170
H 1.207 -3.374 4.636  0.166
H 1.766 -5.056 4.506  0.337

For the highest occupied orbital energy, the calculation gives -11.57 eV. The total charge is +1. The calculation puts the HOMO-LUMO gap at 7.200 eV. The energy relative to the best compared isomer or geometry (same formula, charge and spin) comes out at 0.000 eV.

| no. | calculated total energy (a.u.) |
| --- | --- |
| 1 | -1556.15269 |
| 2 | -2526.24793 |
| 3 | -394.94074 |
| 4 | -3228.46771 |
| 5 | -1745.45616 |